1.
Formula: C28H33BrCrN2PSi
Source: the Open Molecules 2025 dataset
Level of theory: ωB97M-V/def2-TZVPD

CARTESIAN COORDINATES (ANGSTROEM)
H  -0.35102  -6.04067  2.02715
H  1.23979  2.13718  0.29672
C  1.32027  -1.17217  -1.82853
N  -1.65949  2.27299  0.78616
P  -0.19066  -1.12604  -0.83180
C  -2.23327  4.60926  0.90471
H  -2.96840  -2.88699  -4.52639
H  3.66795  3.07300  2.41299
Si  2.35585  0.93288  2.18425
H  -1.09772  6.29271  0.23983
C  2.47684  -1.73490  -1.28687
C  -3.97068  2.94635  0.82803
C  -1.52549  -1.07911  -2.06505
H  -4.23769  -0.78492  -4.78553
Cr  -0.58873  0.38643  0.95444
C  -0.18988  -2.74198  0.02235
H  4.48228  1.96636  1.31876
H  0.47762  -0.10848  -3.49792
H  2.58070  -0.11185  -4.77324
C  2.85184  -0.90861  2.40761
C  3.90314  2.02827  2.23513
H  0.03571  1.23040  3.27108
H  1.32298  1.16933  4.48501
H  4.55142  -2.13744  -1.57321
H  0.21308  -4.00233  -1.67070
C  -0.40046  -3.90777  2.12882
C  -1.76608  6.01202  1.05085
H  2.44256  -2.19368  -0.31073
H  -1.22710  -1.47333  2.72613
H  -1.20528  6.11646  1.97800
C  -0.00032  -3.96814  -0.61392
H  -5.01181  2.66049  0.82967
C  -0.35337  -2.72308  1.40721
C  -3.47568  -0.86165  -4.02811
C  -1.80548  -2.16055  -2.89644
H  -1.96330  0.98473  -1.63230
H  1.09181  2.61105  3.54453
H  3.88473  -1.03812  2.10043
Br  -3.34478  0.12085  0.99517
C  -3.58888  4.28070  0.86073
H  0.40177  -1.36897  2.70161
H  1.86309  0.60290  -0.22202
H  2.27051  -1.60830  1.81420
H  -0.51687  -3.88135  3.20226
C  2.54717  -0.57235  -3.79828
H  4.61523  -1.12028  -3.81990
C  1.30815  1.08633  0.57953
C  -2.77417  -2.04648  -3.87755
H  -1.26420  -3.08740  -2.79265
H  -2.59988  6.70524  1.07532
C  -0.28239  -5.12069  1.47145
C  -2.21953  0.11870  -2.23563
C  -3.20029  0.21930  -3.20541
C  1.36219  -0.57157  -3.08392
H  2.81072  -1.22452  3.44507
H  0.07129  -6.09434  -0.40288
H  -3.74712  1.13961  -3.33363
H  4.54660  1.69970  3.04592
N  -0.42133  -1.44261  2.09023
C  -2.96887  1.99926  0.82967
C  3.69145  -1.14286  -3.26319
H  -0.25066  3.76900  0.81320
C  1.07502  1.52629  3.49204
C  3.65702  -1.71831  -2.00249
C  -0.06005  -5.14996  0.10349
H  -4.34583  5.05117  0.87084
C  -1.31203  3.56285  0.82769

Computed properties:
F_max	0.02791	hartree/bohr
relative energy (zero: lowest compared OMol25 entry of this formula, charge and spin)	0.579	eV
multiplicity	2
net charge	+2
HOMO energy (alpha / beta)	-14.4 / -14.4	eV

---

2.
Formula: C28H33F6N5O4PRhS6
Source: the Open Molecules 2025 dataset
Level of theory: ωB97M-V/def2-TZVPD

CARTESIAN COORDINATES (ANGSTROEM)
C  4.55589  -1.53607  0.41367
F  -2.57339  0.12736  -4.68562
C  4.80012  -2.86992  0.70636
N  1.30962  -1.22928  -1.65178
H  0.52401  -4.29748  -2.24736
H  1.80207  -3.69758  1.99391
F  -4.08537  4.10259  -4.62141
S  2.76444  -2.83837  -3.00218
H  -0.33737  3.04771  -0.08704
C  2.40126  0.92680  -1.84529
H  -0.15700  0.17421  4.53182
H  4.17863  -0.85284  -3.33822
C  -0.37045  -2.10666  2.54590
H  -6.33218  1.63872  -0.00852
C  2.29228  -1.72717  1.27008
H  3.98312  1.71898  -3.12340
C  -1.59056  1.01290  -4.80022
H  -0.17724  -4.26458  2.27726
F  -0.51223  0.39547  -5.29275
C  1.74405  1.73536  2.15571
S  -2.81064  3.86704  -2.33962
H  -0.71191  1.29630  3.27858
N  1.43073  1.40559  -0.97141
O  -1.68366  4.55285  -1.77236
F  -1.96078  1.96685  -5.64942
H  0.38367  4.41578  -0.73729
N  0.54246  3.50573  -0.32969
S  -1.16198  1.74821  -3.16771
F  -3.41551  5.96991  -3.75051
S  -1.78192  -1.61292  -0.55233
O  -0.06576  2.64127  -3.41104
O  -4.07736  3.94148  -1.68777
H  -6.52636  -0.60627  -1.04753
H  -4.51258  -2.01338  -1.31972
H  1.25592  -2.90010  3.82251
H  3.15449  0.05725  0.43776
C  1.27452  0.46909  2.87384
S  2.72158  3.42734  -1.87798
H  5.32616  -0.92346  -0.03793
H  -2.32223  -1.32863  1.92928
C  2.55453  -3.06630  1.55529
N  0.45126  -3.42616  -1.74920
H  -0.00292  -3.39984  0.75728
H  2.54672  1.56594  1.44263
O  -0.85380  0.53381  -2.41984
P  0.70396  -0.85508  1.61402
C  -3.09277  0.68295  0.15072
H  2.25743  -0.99565  4.20907
C  3.79309  -3.63031  1.27563
H  2.12524  2.42292  2.91522
C  3.20052  1.85893  -2.39824
C  -4.22713  1.46854  0.31567
C  -1.76993  -1.53778  2.83939
C  -0.53502  -3.40473  1.70569
C  -3.19850  -0.57321  -0.43257
H  -2.31576  -2.30438  3.39674
H  3.36172  -0.15584  3.12526
C  2.37930  -0.49708  -2.14824
C  0.24569  -2.50319  3.90296
C  -5.56705  -0.24768  -0.69770
C  0.15735  0.93382  3.82277
H  3.96367  -4.67358  1.50863
H  2.64987  0.69597  4.49220
H  0.92413  2.23580  1.65127
H  0.56091  1.76667  4.40409
C  -4.43970  -1.03758  -0.85489
C  3.26852  -1.19739  -2.87917
C  -3.09097  4.69417  -3.96227
F  -1.99390  4.65407  -4.71737
N  -2.52070  2.35638  -2.72807
C  1.36939  -2.47693  -2.04869
H  -4.13315  2.45904  0.74146
S  -1.52436  1.28155  0.70414
Rh  -0.06151  -0.09222  -0.42884
H  -0.38613  -3.29127  4.31831
H  -0.49899  -3.08293  -1.62149
H  5.76434  -3.31120  0.48996
H  -1.75134  -0.63744  3.44394
H  0.25439  -1.69018  4.62216
H  -1.58525  -3.56706  1.47812
C  2.45378  -0.04754  3.71557
C  1.42603  2.72536  -0.97069
C  -5.46061  1.00638  -0.11091
C  3.31912  -0.97988  0.68941

Computed properties:
F_max	0.00220	hartree/bohr
relative energy (zero: lowest compared OMol25 entry of this formula, charge and spin)	0.005	eV
HOMO energy	-7.2	eV

---

3.
Formula: C28H33N3O2
Source: the Open Molecules 2025 dataset
Level of theory: ωB97M-V/def2-TZVPD

CARTESIAN COORDINATES (ANGSTROEM)
C  -5.54086  0.97288  -2.35139
H  1.22033  -5.55745  -0.38333
H  5.14770  -0.74414  3.22764
C  -1.86865  3.01484  -4.16016
C  -3.73756  3.68859  -5.54580
H  -0.45541  -3.21822  2.98432
C  0.42107  1.68264  0.38569
C  3.42005  -1.35224  0.78371
C  2.69662  -4.78672  0.76449
H  2.37309  0.26027  -0.31658
C  3.14977  0.10032  0.26485
H  1.13568  2.21298  0.15465
H  -5.74248  -0.05917  -1.97030
N  -3.61295  1.64482  -0.84256
C  1.31772  -4.91869  0.37695
H  -0.79982  2.73911  -3.72744
C  -1.74327  0.36432  1.84433
O  1.91595  0.71677  2.10412
C  -2.02081  1.03424  0.75118
H  -4.51466  4.12691  -1.31216
C  -0.54512  -0.00099  2.40655
C  0.51370  -3.71146  2.21983
C  0.61808  0.61752  1.62862
H  -4.03829  4.07754  -6.52099
H  3.48389  -1.18894  3.23549
H  -1.64393  3.34528  -6.26278
C  -4.88202  1.98304  -1.59575
H  -5.87512  3.77302  -2.34058
N  4.60476  -1.51955  1.40430
N  -2.88089  3.11177  -2.87791
C  4.03433  0.72530  2.32317
H  -2.60783  -0.21198  2.36929
H  3.47644  -4.92263  0.39473
C  -1.09353  1.76436  0.19423
H  4.00982  1.45547  3.27211
H  5.27563  -3.16237  0.65003
H  4.03710  0.26360  -0.46064
H  -4.90371  0.89556  -3.30854
C  2.75637  -4.09607  2.03365
C  1.54454  -3.61691  2.80453
H  6.11719  -2.66433  2.19620
C  3.05053  1.04488  1.49994
C  -4.08394  3.53759  -3.23248
C  4.31814  -0.68900  2.81459
C  -3.35320  1.42575  0.55326
H  1.84491  -3.08125  3.50081
H  4.19709  -3.30868  3.84330
H  2.84427  1.94690  1.11438
C  -4.92974  3.48989  -2.02321
H  4.86840  -4.69279  2.65623
H  2.41186  -1.65547  0.98930
H  -0.16125  -0.56675  3.25932
H  3.72976  -1.79845  -0.39713
C  4.91089  -2.89319  1.65992
H  -2.97938  1.73284  -1.54877
H  -0.74611  -4.61045  0.68126
H  -1.18110  2.39253  -0.78176
H  -6.48832  1.20413  -2.83983
H  5.08185  1.34474  1.83123
O  -4.37488  1.05121  1.14439
C  4.21656  -3.65953  2.57857
C  -4.64559  3.96951  -4.34319
H  -5.54088  4.00963  -4.76035
C  -2.27546  3.35652  -5.29457
H  -5.85108  1.98122  -0.68755
C  0.37380  -4.37103  0.98459

Computed properties:
F_max	0.35638	hartree/bohr
relative energy (zero: lowest compared OMol25 entry of this formula, charge and spin)	24.577	eV
HOMO energy	-8.2	eV

---

Q: Among the records above, which one has the lowest F_max?
A: C28H33F6N5O4PRhS6